[1]
Here is 2 unconnected molecules or ions with the total composition C5H8O from the OMol25 dataset. Energies are from the ωB97M-V functional and the def2-TZVPD basis.

```
14
Properties=species:S:1:pos:R:3:forces:R:3
C -0.691086 -0.098066 2.262045 0.24 -0.17 0.23
O 0.271877 -0.803497 2.419471 -0.44 0.26 0.10
C -0.589707 0.447018 -0.309541 -0.15 0.21 -0.24
C 0.487547 1.135989 -0.683337 -0.18 0.12 -0.11
C 1.088438 -0.027174 -1.437478 0.22 -0.08 -0.10
C -0.078836 -0.878063 -0.833923 -0.12 -0.13 -0.08
H -0.655618 1.003788 2.368657 0.12 -0.15 0.11
H -1.690088 -0.501825 1.998015 0.16 -0.09 0.11
H 0.771719 2.174143 -0.550553 0.03 -0.09 -0.14
H -1.539843 0.777395 0.096196 0.08 -0.16 0.12
H 2.114042 -0.334395 -1.217456 -0.11 -0.01 0.04
H 0.968513 0.097699 -2.518811 0.15 -0.04 0.11
H 0.278100 -1.578194 -0.066917 -0.20 0.24 -0.10
H -0.735058 -1.414818 -1.526368 0.19 0.08 -0.05
```
Forces are in eV/Å.

Properties
Structure (SMILES): C1=CCC1.C=O
Charge: 0
Relative energy (zero: lowest compared OMol25 entry of this formula, charge and spin), kJ/mol: 280.6
HOMO-LUMO gap, Ha: 0.376
E_HOMO, hartree: -0.349



[2]
Here is 2 unconnected molecules or ions with the total composition C4H12NS from the OMol25 dataset. Energies are from the ωB97M-V functional and the def2-TZVPD basis.

```
18
Properties=species:S:1:pos:R:3:forces:R:3
C -1.249186 2.877280 1.055386 -0.11 -0.25 0.04
S -0.619915 1.321175 0.350057 0.02 0.10 -0.15
H -1.123924 2.844891 2.141770 -0.03 0.28 -0.04
H -0.748338 3.758414 0.646939 0.07 0.01 0.10
H -2.316245 2.978639 0.839748 -0.02 0.08 0.07
C 0.893190 -1.176828 -1.137621 0.47 0.08 -0.29
C 0.547163 -1.817852 0.196548 -0.69 0.28 -0.32
C -0.895490 -2.324311 0.163515 -0.42 0.17 -0.16
N 2.093601 -0.329272 -0.963446 -0.20 -0.35 0.02
H 0.054114 -0.584015 -1.515201 -0.15 0.00 0.25
H 1.055762 -1.957479 -1.892741 0.31 0.02 0.05
H 0.600903 -1.010229 0.930101 0.07 -0.20 0.16
H 1.280630 -2.590201 0.437808 -0.03 -0.05 0.05
H -1.126212 -2.955189 -0.705025 0.34 -0.30 0.16
H -1.575584 -1.474750 0.030458 0.25 0.11 0.24
H -1.207124 -2.830977 1.080947 0.13 -0.11 -0.08
H 1.740519 0.502316 -0.486723 0.12 0.08 0.03
H 2.454218 -0.017029 -1.855193 -0.12 0.03 -0.14
```
Forces are in eV/Å.

Properties
Charge: -1
Relative energy (zero: lowest compared OMol25 entry of this formula, charge and spin), kJ/mol: 21.4
HOMO-LUMO gap, Ha: 0.246
E_HOMO, hartree: -0.089



[3]
Here is a single C9H7ClOS2 molecule from the OMol25 dataset. Energies are from the ωB97M-V functional and the def2-TZVPD basis.

```
20
Properties=species:S:1:pos:R:3:forces:R:3
C -0.735971 -2.493503 2.457391 -1.57 -0.89 1.64
C 0.235002 -2.189070 1.526382 0.43 1.43 -0.62
C -1.721121 -1.525586 2.537551 2.06 -1.07 -0.90
C 0.059885 -1.010084 0.888336 -2.41 0.58 2.01
C 1.041946 1.111134 0.203041 1.12 0.85 0.54
C 0.434208 1.994116 -0.577835 -0.62 2.64 0.42
C 0.536967 1.679113 -3.278109 1.69 2.07 3.95
C 0.824924 -0.363056 -0.135976 1.31 0.55 -1.30
C -0.259635 1.542915 -1.800123 0.77 -1.94 -2.66
O 1.647820 2.141818 -3.294077 -0.31 -0.48 0.21
S -1.451298 -0.187837 1.521428 1.64 -1.26 -0.70
S -0.400510 -0.318827 -1.653223 1.42 0.69 0.64
Cl -1.807882 2.329692 -2.005107 -0.71 0.18 -0.09
H -0.690566 -3.453995 3.039585 -0.44 1.21 -0.63
H 1.104843 -2.740306 1.360213 1.15 -1.07 -0.32
H -2.656159 -1.688010 2.932276 -1.80 0.02 1.37
H 1.699628 1.507045 1.078017 -1.44 -1.26 -1.42
H 0.213596 3.118635 -0.321071 1.14 -2.24 -0.47
H 0.108215 1.491984 -4.212731 -1.82 -0.99 -1.27
H 1.816107 -0.946177 -0.265967 -1.62 0.96 -0.39
```
Forces are in eV/Å.

Properties
Structure (SMILES): O=C[C@]1(Cl)C=C[C@@H](c2cccs2)S1
Charge: 0
Relative energy (zero: lowest compared OMol25 entry of this formula, charge and spin), kJ/mol: 54.6
HOMO-LUMO gap, Ha: 0.325
E_HOMO, hartree: -0.309



[4]
Here is a single C5H9N4P molecule from the OMol25 dataset. Energies are from the ωB97M-V functional and the def2-TZVPD basis.

```
19
Properties=species:S:1:pos:R:3:forces:R:3
C 1.069236 -1.364988 -0.238676 -1.03 1.47 1.12
C -0.262394 -1.429112 -0.005855 0.20 -0.82 -0.84
C 1.564958 0.003127 -0.078504 -2.33 0.15 0.48
C 0.606123 0.862938 0.409053 1.56 -0.37 -0.61
C -2.540926 -0.812118 -0.898935 -2.07 -1.40 -2.21
N -2.753513 -1.214721 -1.990133 -0.42 -0.29 -1.02
N 2.841875 0.381805 -0.298029 2.45 3.98 1.32
N 0.834690 2.223281 0.628980 -1.43 1.14 2.79
N -1.955984 0.329571 1.463547 -0.36 2.58 -0.46
P -1.009518 0.222263 0.020772 0.60 0.10 0.94
H 1.764821 -2.158815 -0.302373 0.37 -0.93 -0.43
H -0.857647 -2.342330 -0.052501 0.33 0.22 0.08
H -2.902095 -1.525422 -2.972539 0.41 0.67 1.82
H 3.005904 1.451435 -0.102359 -0.29 -3.12 -0.72
H 3.404299 0.108728 -1.068083 -0.05 -0.55 -0.67
H 0.358159 2.464113 1.583608 1.10 -0.28 -2.34
H 1.806269 2.477510 0.752076 0.01 -0.04 -0.03
H -2.127628 -0.581867 1.778700 -0.68 -1.10 0.77
H -2.846631 0.904603 1.371251 1.65 -1.39 0.01
```
Forces are in eV/Å.

Properties
Structure (SMILES): N=C=[P@@]1(N)C=CC(N)=C1N
Charge: 0
Relative energy (zero: lowest compared OMol25 entry of this formula, charge and spin), kJ/mol: 189.0
HOMO-LUMO gap, Ha: 0.268
E_HOMO, hartree: -0.238



The records above yield maximum force values of 0.52, 0.81, 4.76, 4.86 eV/Å, respectively.
The records above yield DFT total energy values of -270.45102, -612.56277, -1678.86665, -756.15871 Eh, respectively.